The following is a quantum chemistry calculation of one molecule with the formula C5H7NOS in a non-equilibrium geometry, from OMol25.

Cartesian coordinates (Å):
C  0.474  -1.568  0.426
C  -1.144  0.475  0.611
C  0.279  0.889  0.228
C  0.871  1.448  -1.028
C  0.441  0.048  -0.940
H  -1.232  -1.769  1.225
H  -1.460  0.630  1.570
H  -2.066  0.807  -0.049
H  1.036  0.751  1.058
H  1.698  1.918  -0.649
H  0.288  1.763  -1.906
H  -0.477  -0.133  -1.687
N  -0.897  -1.216  0.463
O  1.274  -0.997  -0.458
S  0.917  -3.046  1.136

Cartesian forces (eV/Å) of the 2 atoms listed first:
C -1.216 -4.322 0.412
C -0.246 -1.826 -2.876

Computed properties:
- SMILES = S=C1NC[C@@H]2C[C@H]2O1
- gap between HOMO and LUMO (eV) = 8.95
- HOMO energy (eV) = -8.26
- strongest force on any atom (eV/A) = 4.551
- 2S+1 = 1
- relative energy (zero: lowest compared OMol25 entry of this formula, charge and spin) (kJ/mol) = 500.47